# 1
Formula: C41H37I2O24P
Source: OMol25
Level of theory: ωB97M-V with the def2-TZVPD basis set

```
105
Properties=species:S:1:pos:R:3:mulliken_charge:R:1
C 0.096 3.678 9.871 -1.024
C -0.720 3.287 8.617 0.779
O -0.718 2.155 8.309 -0.473
O -1.426 4.252 7.953 -0.400
C -0.788 4.673 6.739 -0.715
C -0.707 3.584 5.644 -1.038
C -0.169 4.116 4.282 -0.038
O -1.162 5.050 3.794 -0.322
C -0.796 5.817 2.720 0.249
O -1.632 6.472 2.221 -0.498
C 0.623 5.943 2.168 -0.175
I 1.327 4.795 0.485 0.223
C 1.461 6.820 2.712 0.138
C 0.968 7.673 3.889 -0.952
I 3.454 7.152 2.020 0.063
P -0.080 2.681 3.080 0.605
C -1.320 1.353 3.468 -1.219
C 1.652 2.027 3.001 -0.882
H 1.139 3.915 9.613 0.242
H -0.383 4.499 10.432 0.333
H 0.097 2.805 10.544 0.336
H 0.211 5.127 6.922 0.361
H -1.412 5.493 6.341 0.260
H -1.725 3.195 5.478 0.238
H -0.019 2.785 5.969 0.480
H 0.813 4.575 4.502 0.558
H 1.572 8.587 4.002 0.467
H 1.052 7.100 4.830 0.190
H -0.088 7.959 3.751 0.272
H -2.240 1.587 2.909 0.282
H -0.976 0.369 3.093 0.384
H -1.554 1.210 4.537 0.412
H 2.375 2.850 3.167 0.364
H 1.871 1.257 3.762 0.401
H 1.811 1.632 1.984 0.228
C 2.303 -0.949 -1.007 -0.648
C 2.170 -1.780 -2.045 0.345
C 0.815 -2.161 -2.570 0.888
O 0.731 -2.903 -3.527 -0.534
C -0.360 -1.615 -1.890 -0.940
C -0.217 -0.786 -0.851 0.078
C 1.134 -0.389 -0.349 0.860
O 1.212 0.385 0.590 -0.459
O -1.270 -0.268 -0.206 -0.592
O 3.247 -2.311 -2.661 -0.532
H 3.271 -0.664 -0.622 0.532
H -1.331 -1.908 -2.264 0.449
H -0.900 0.298 0.498 0.232
H 2.894 -2.879 -3.379 0.381
C -5.565 3.524 1.105 -0.801
C -4.799 4.143 2.011 0.197
C -5.301 5.323 2.788 1.032
O -4.576 5.838 3.616 -0.528
C -6.653 5.803 2.509 -1.032
C -7.414 5.185 1.600 0.311
C -6.922 3.991 0.844 0.972
O -7.664 3.455 0.041 -0.619
O -8.656 5.599 1.317 -0.571
O -3.552 3.743 2.271 -0.254
H -5.215 2.671 0.540 0.483
H -6.999 6.664 3.062 0.426
H -8.987 4.986 0.633 0.353
H -3.211 4.354 2.958 0.018
C 3.189 -7.240 -6.747 -0.891
C 3.284 -5.991 -6.280 0.237
C 2.708 -5.605 -4.953 0.725
O 2.837 -4.459 -4.564 -0.550
C 2.009 -6.625 -4.183 -0.726
C 1.910 -7.875 -4.652 0.342
C 2.509 -8.270 -5.967 0.909
O 2.408 -9.423 -6.338 -0.616
O 1.274 -8.834 -3.974 -0.581
O 3.898 -5.023 -6.970 -0.591
H 3.603 -7.532 -7.703 0.438
H 1.582 -6.328 -3.235 0.503
H 1.345 -9.637 -4.527 0.312
H 3.831 -4.221 -6.418 0.330
C 4.404 2.627 -2.781 -1.069
C 5.411 3.469 -2.521 0.343
C 6.827 2.991 -2.423 0.960
O 7.708 3.800 -2.203 -0.618
C 7.084 1.564 -2.591 -0.875
C 6.076 0.722 -2.847 0.353
C 4.666 1.205 -2.973 0.985
O 3.793 0.396 -3.225 -0.521
O 6.269 -0.592 -3.003 -0.579
O 5.209 4.777 -2.338 -0.565
H 3.378 2.960 -2.857 0.526
H 8.107 1.228 -2.500 0.428
H 5.384 -0.974 -3.177 0.281
H 6.092 5.159 -2.169 0.350
C -2.093 -8.635 -4.066 -0.719
C -2.176 -9.461 -5.113 0.306
C -3.497 -9.880 -5.678 0.822
O -3.517 -10.619 -6.644 -0.621
C -4.709 -9.380 -5.034 -0.986
C -4.625 -8.555 -3.983 0.337
C -3.302 -8.115 -3.436 0.931
O -3.280 -7.350 -2.490 -0.618
O -5.713 -8.081 -3.369 -0.562
O -1.082 -9.956 -5.713 -0.489
H -1.143 -8.326 -3.653 0.468
H -5.657 -9.703 -5.440 0.420
H -5.382 -7.511 -2.648 0.357
H -1.413 -10.520 -6.438 0.343
```

Output
max |F|	2.62	eV Å⁻¹
lowest unoccupied orbital energy	-0.0650	Eh
highest occupied orbital energy	-7.6873	eV


# 2
Formula: C41H38CuN2P2SeTe
Source: OMol25
Level of theory: ωB97M-V with the def2-TZVPD basis set

```
86
Properties=species:S:1:pos:R:3:mulliken_charge:R:1
Cu -0.711 -0.967 2.176 -0.481
Te 3.547 3.465 -0.309 0.264
C 4.065 3.744 -2.400 -0.125
C 3.411 4.680 -3.196 0.004
C 3.736 4.783 -4.541 -0.415
N 4.665 4.040 -5.145 -0.705
C 5.299 3.153 -4.378 -0.401
C 5.040 2.972 -3.027 -0.109
C 1.810 2.398 -0.257 -0.596
P 1.688 0.628 -0.122 0.897
C 1.730 -0.008 -1.870 0.323
C 0.886 -1.060 -2.216 -0.588
C 0.824 -1.527 -3.525 -0.610
C 1.604 -0.942 -4.511 -0.770
C 2.438 0.122 -4.184 -0.385
C 2.490 0.582 -2.878 0.335
C 3.340 0.076 0.468 0.235
C 4.352 -0.473 -0.313 -0.001
C 5.551 -0.884 0.260 -0.854
C 5.754 -0.754 1.626 -0.408
C 4.745 -0.217 2.418 -0.741
C 3.550 0.189 1.846 -0.564
P 0.151 3.065 -0.082 -0.084
C -0.583 2.893 -1.782 0.294
C -1.933 2.574 -1.891 -0.880
C -2.518 2.362 -3.135 -0.318
C -1.752 2.453 -4.287 -0.765
C -0.395 2.743 -4.191 -0.692
C 0.179 2.953 -2.948 0.545
C 0.412 4.890 -0.029 -0.033
C 0.814 5.414 1.203 -0.367
C 1.041 6.769 1.371 -0.494
C 0.852 7.645 0.308 -0.455
C 0.433 7.145 -0.915 -0.593
C 0.216 5.781 -1.081 -0.239
H 2.642 5.316 -2.774 0.358
H 3.222 5.504 -5.171 0.370
H 6.052 2.547 -4.875 0.370
H 5.586 2.220 -2.468 0.369
H 0.246 -1.492 -1.456 0.433
H 0.150 -2.339 -3.773 0.413
H 1.548 -1.297 -5.534 0.327
H 3.036 0.605 -4.951 0.474
H 3.114 1.432 -2.631 -0.345
H 4.206 -0.585 -1.380 0.405
H 6.330 -1.305 -0.368 0.370
H 6.687 -1.078 2.073 0.352
H 4.879 -0.131 3.490 0.411
H 2.751 0.571 2.474 0.438
H -2.517 2.454 -0.984 0.275
H -3.567 2.098 -3.203 0.356
H -2.203 2.270 -5.256 0.333
H 0.220 2.781 -5.084 0.441
H 1.244 3.133 -2.863 0.275
H 0.959 4.733 2.035 0.403
H 1.366 7.145 2.335 0.366
H 1.025 8.708 0.435 0.346
H 0.276 7.818 -1.751 0.371
H -0.109 5.408 -2.043 0.454
C -5.800 0.089 1.034 -1.703
C -4.885 -0.808 0.187 2.340
C -5.483 -2.221 0.135 -1.789
C -4.814 -0.240 -1.237 -1.348
C -3.539 -0.851 0.783 1.297
C -2.437 -0.869 1.311 -1.862
H -6.805 0.140 0.601 0.366
H -5.388 1.098 1.091 0.357
H -5.871 -0.299 2.051 0.408
H -6.495 -2.199 -0.286 0.401
H -5.525 -2.649 1.137 0.402
H -4.861 -2.871 -0.484 0.364
H -5.808 -0.224 -1.699 0.370
H -4.144 -0.839 -1.855 0.383
H -4.422 0.777 -1.215 0.118
Se 0.469 -0.795 4.131 -0.759
C 1.307 -4.684 -0.666 -0.301
C 2.153 -3.872 0.071 -0.702
C 1.594 -2.873 0.855 -0.273
N 0.285 -2.653 0.913 -0.015
C -0.528 -3.438 0.211 -0.098
C -0.061 -4.470 -0.590 -0.486
H 1.708 -5.470 -1.296 0.353
H 3.228 -3.990 0.036 0.433
H 2.212 -2.211 1.450 0.545
H -1.582 -3.188 0.284 0.199
H -0.757 -5.079 -1.153 0.411
```

Output
max |F|	0.46	eV Å⁻¹
multiplicity	2
total charge	-2
lowest unoccupied orbital energy (spin up / spin down)	0.1477 / 0.1477	Eh
highest occupied orbital energy (spin up / spin down)	-1.5888 / -1.3239	eV


# 3
Formula: C41H38IMoN3O2P2SSe
Source: OMol25
Level of theory: ωB97M-V with the def2-TZVPD basis set

```
90
Properties=species:S:1:pos:R:3:mulliken_charge:R:1
Mo 2.038 -0.066 0.727 -2.120
N -1.450 0.195 -0.613 -0.255
P 0.068 0.960 -0.527 2.114
C 0.259 1.240 -2.320 0.813
C -0.341 2.324 -2.958 -0.672
C -0.276 2.449 -4.339 -0.745
C 0.383 1.491 -5.095 -0.711
C 0.973 0.402 -4.467 -0.880
C 0.907 0.273 -3.088 -0.609
C -0.359 2.601 0.155 0.074
C -1.483 2.717 0.970 -0.722
C -1.797 3.928 1.574 -0.511
C -0.993 5.036 1.361 -0.685
C 0.122 4.929 0.541 -0.719
C 0.446 3.721 -0.058 -0.309
P -2.194 -0.978 0.383 0.654
C -3.901 -0.282 0.386 0.644
C -4.373 0.302 1.561 -0.130
C -5.620 0.912 1.604 -0.641
C -6.413 0.941 0.468 -0.565
C -5.960 0.354 -0.707 -0.672
C -4.715 -0.255 -0.747 -0.608
C -2.456 -2.364 -0.785 0.180
C -1.853 -2.427 -2.036 -0.326
C -2.020 -3.549 -2.841 -0.573
C -2.791 -4.615 -2.401 -0.607
C -3.398 -4.556 -1.152 -0.600
C -3.226 -3.441 -0.349 -0.514
H -2.040 0.577 -1.346 0.489
H -0.851 3.083 -2.379 0.438
H -0.740 3.300 -4.822 0.443
H 0.439 1.592 -6.172 0.411
H 1.492 -0.348 -5.050 0.501
H 1.385 -0.571 -2.608 0.274
H -2.130 1.864 1.123 0.191
H -2.677 4.004 2.201 0.450
H -1.237 5.983 1.826 0.385
H 0.754 5.792 0.370 0.443
H 1.331 3.637 -0.669 0.505
H -3.756 0.276 2.453 0.260
H -5.973 1.360 2.524 0.429
H -7.386 1.413 0.497 0.384
H -6.581 0.368 -1.594 0.416
H -4.375 -0.726 -1.663 0.405
H -1.241 -1.603 -2.384 0.207
H -1.543 -3.587 -3.812 0.440
H -2.917 -5.489 -3.026 0.378
H -3.999 -5.386 -0.802 0.420
H -3.689 -3.411 0.632 0.385
Se 4.231 -1.419 1.109 -0.004
C 3.999 -2.112 2.802 0.337
N 3.863 -2.535 3.870 -0.640
C -0.921 -0.047 3.785 -0.572
N -0.106 -0.910 4.681 0.239
C 0.363 -0.159 5.871 -0.858
C 1.088 -1.558 3.980 -2.204
C 0.711 -2.277 2.727 1.774
C 0.108 -3.529 2.852 -0.521
C -0.203 -4.294 1.744 -1.063
C 0.120 -3.804 0.485 -0.457
C 0.693 -2.552 0.362 -0.205
C 0.999 -1.733 1.462 1.828
H -1.737 0.384 4.364 0.524
H -1.298 -0.651 2.963 -0.045
H -0.280 0.732 3.382 0.085
H -0.700 -1.678 4.989 0.411
H 0.970 0.673 5.522 0.369
H 0.968 -0.813 6.494 0.344
H -0.492 0.214 6.430 0.345
H 1.516 -2.233 4.719 0.692
H 1.794 -0.757 3.787 0.408
H -0.076 -3.934 3.845 0.455
H -0.661 -5.269 1.857 0.408
H -0.100 -4.387 -0.402 0.474
H 0.910 -2.198 -0.650 0.435
I 8.985 2.113 -4.442 0.071
C 7.178 1.784 -3.442 -0.033
C 6.036 2.455 -3.856 -0.539
C 4.844 2.246 -3.181 -0.357
C 4.787 1.354 -2.118 0.209
C 5.933 0.677 -1.722 -0.219
C 7.137 0.901 -2.374 -0.630
C 3.495 1.164 -1.381 0.967
O 2.876 2.156 -1.010 -0.558
O 3.114 -0.042 -1.135 -0.872
H 6.078 3.140 -4.693 0.363
H 3.949 2.781 -3.476 0.464
H 5.888 -0.020 -0.895 0.149
H 8.033 0.387 -2.055 0.393
S 2.066 1.376 2.198 -0.529
```

Output
max |F|	0.87	eV Å⁻¹
relative energy (zero: lowest compared OMol25 entry of this formula, charge and spin)	11.39	kcal per mole
lowest unoccupied orbital energy	-0.0045	Eh
highest occupied orbital energy	-6.8840	eV